# C18H24KN5O5

A structure of composition C18H24KN5O5 (ωB97M-V/def2-TZVPD, the OMol25 dataset).

Each line ends with the natural charge from an NBO analysis.
Atoms and positions in Å:
K 2.799 5.458 -1.658  0.99
O 0.816 3.862 -0.435  -0.84
O 2.371 2.447 -1.096  -0.86
O 0.455 1.579 -0.312  -0.74
O 2.064 -0.740 -0.071  -0.40
O 4.144 -0.744 0.443  -0.36
N -1.056 -3.001 -0.752  -0.51
N 1.008 0.438 5.327  -0.51
N 3.039 -1.225 0.470  0.54
N -5.044 2.376 0.579  -0.49
N 2.684 -0.610 -4.692  -0.51
C 1.200 0.008 3.144  -0.33
C 2.446 0.477 3.612  -0.31
C 0.306 0.147 4.186  -0.07
C 1.765 -0.605 -5.707  -0.09
C -3.859 2.691 1.175  -0.11
C -2.903 2.152 0.315  -0.30
C 0.536 -0.325 -5.141  -0.31
C -2.244 -1.429 0.333  -0.31
C 1.239 2.689 -0.582  0.93
C 2.774 -2.268 1.489  -0.49
C -2.131 -3.657 -0.237  -0.11
C 2.069 -0.251 -3.521  -0.06
C -3.515 1.605 -0.816  -0.29
C 0.737 -0.186 -3.759  -0.31
C -1.155 -1.654 -0.533  -0.07
C -4.896 1.796 -0.636  -0.09
C 2.313 0.566 4.987  -0.08
C -2.851 -2.692 0.412  -0.31
H 2.020 -0.864 -6.721  0.20
H 3.679 -0.695 -4.776  0.41
H -2.245 -4.723 -0.323  0.21
H 0.861 -0.070 2.120  0.24
H -1.836 2.140 0.488  0.25
H -2.494 -0.466 0.738  0.24
H 1.313 1.078 -0.456  0.51
H 3.040 0.818 5.744  0.20
H -0.321 -1.057 -0.865  0.22
H -0.296 -3.461 -1.219  0.41
H -3.048 1.122 -1.656  0.23
H -0.765 0.026 4.190  0.21
H 2.663 -0.249 -2.620  0.22
H 3.451 -3.057 1.154  0.22
H -3.712 -2.812 1.060  0.21
H -5.938 2.501 1.022  0.40
H 2.871 -1.992 2.531  0.27
H 0.659 0.421 6.266  0.41
H -0.452 -0.144 -5.535  0.22
H 3.339 0.762 3.080  0.23
H -5.742 1.401 -1.173  0.20
H -3.841 2.941 2.221  0.21
H -0.071 0.080 -3.096  0.23
H 1.757 -2.606 1.303  0.23

Properties
Gap between HOMO and LUMO (eV): 6.55
Charge: 0
DFT total energy (hartree): -1950.072730

# C18H24N2O2

The molecule C18H24N2O2 (ωB97M-V/def2-TZVPD, the OMol25 dataset).

Each line ends with the natural charge from an NBO analysis.
Atoms and positions in Å:
O -1.966 3.457 -0.561  -0.49
O -0.411 -2.601 1.547  -0.64
N 3.067 -0.309 0.175  -0.34
N -1.159 -1.970 -0.485  -0.61
C -0.178 2.081 -1.172  -0.25
C 0.736 1.085 -0.909  -0.19
C 1.223 -1.948 -0.090  -0.49
C 3.735 0.756 0.696  -0.06
C 0.765 0.459 0.332  -0.09
C 1.734 -0.674 0.600  -0.03
C -2.917 3.894 0.378  -0.25
C -2.576 -2.081 -0.189  -0.06
C 5.013 -0.170 -0.878  -0.30
C -0.189 -2.217 0.418  0.70
C -3.188 -3.204 -1.024  -0.61
C -1.062 1.862 1.051  -0.33
C 4.944 0.870 0.068  -0.30
C -3.252 -0.728 -0.435  -0.39
C -0.136 0.862 1.303  -0.13
C 3.842 -0.873 -0.789  -0.08
C -1.093 2.478 -0.195  0.31
C -4.658 -0.650 0.147  -0.61
H -0.207 2.574 -2.131  0.23
H -0.130 0.382 2.271  0.22
H 1.755 -0.868 1.682  0.22
H -3.501 4.661 -0.129  0.20
H -2.647 -4.131 -0.850  0.22
H -3.581 3.080 0.687  0.17
H 5.827 -0.378 -1.544  0.22
H -3.288 -0.534 -1.510  0.19
H -1.748 2.148 1.832  0.22
H -0.917 -1.613 -1.396  0.39
H 1.859 -2.791 0.182  0.24
H -5.322 -1.365 -0.331  0.20
H 1.446 0.797 -1.671  0.22
H 3.296 1.352 1.472  0.21
H -4.227 -3.357 -0.751  0.21
H -2.635 -2.338 0.874  0.23
H -4.638 -0.857 1.215  0.21
H -2.440 4.329 1.262  0.18
H 1.224 -1.818 -1.172  0.21
H 5.695 1.609 0.262  0.22
H -5.070 0.345 -0.004  0.21
H -3.136 -2.961 -2.084  0.20
H -2.631 0.047 0.022  0.22
H 3.531 -1.738 -1.340  0.21

Properties
ΔE to the lowest compared entry with this formula, charge and spin (kcal/mol): 41.87
Gap between HOMO and LUMO (eV): 8.87
Charge: 0
DFT total energy (hartree): -960.300690

# C18H24N2O3

The molecule C18H24N2O3 (ωB97M-V/def2-TZVPD, the OMol25 dataset).

Each line ends with the natural charge from an NBO analysis.
Atoms and positions in Å:
O -4.226 0.943 -1.279  -0.74
O 0.993 1.057 1.691  -0.55
O 3.786 1.715 -0.425  -0.67
N -3.535 -0.679 0.406  -0.41
N 2.974 -0.264 0.229  -0.38
C 0.469 2.339 -0.611  -0.25
C -2.296 -1.260 1.238  -0.21
C 3.139 1.001 0.463  0.56
C -3.392 0.342 -0.306  0.63
C -1.989 1.088 -0.572  -0.04
C 2.494 1.596 1.493  -0.18
C -0.303 2.301 -1.649  -0.25
C 2.788 -3.081 -0.953  -0.44
C 0.158 1.610 0.564  0.28
C -1.556 1.990 -1.489  -0.17
C 1.693 -2.162 -0.323  -0.30
C -4.731 -1.452 0.218  -0.19
C 3.790 -0.668 -1.171  -0.08
C -1.606 0.033 1.767  -0.40
C 4.029 -2.509 -1.068  -0.38
C -4.681 -2.573 -0.346  -0.61
C -1.008 0.766 0.553  -0.05
C 2.411 -1.256 0.916  -0.17
H -2.925 -1.744 2.107  0.22
H 4.603 -0.302 -1.141  0.16
H 2.939 -4.041 -0.482  0.22
H 3.153 -0.639 -1.933  0.18
H 4.567 -2.523 -2.013  0.22
H 2.258 -3.400 -1.955  0.21
H 1.126 -2.819 0.540  0.18
H -4.952 -1.585 1.453  0.13
H 1.730 -0.894 1.360  0.19
H -0.106 3.102 -2.221  0.22
H -3.966 -3.313 -0.034  0.21
H -5.565 -3.037 -0.429  0.24
H 0.993 -1.813 -0.710  0.15
H -2.163 0.544 2.335  0.21
H -5.326 -0.650 -0.079  0.26
H 4.632 -2.557 -0.337  0.19
H -2.304 2.067 -2.439  0.24
H -0.682 -0.675 2.207  0.22
H 3.086 -1.869 1.640  0.17
H 1.582 2.542 -0.492  0.25
H 2.813 1.144 2.497  0.23
H -4.290 -2.276 -1.487  0.20
H 2.496 2.600 1.818  0.25
H -1.873 -1.859 0.437  0.23

Properties
ΔE to the lowest compared entry with this formula, charge and spin (kcal/mol): 455.03
Gap between HOMO and LUMO (eV): 8.99
Charge: 0
DFT total energy (hartree): -1034.877107

# C18H24N2O3

The molecule C18H24N2O3 (ωB97M-V/def2-TZVPD, the OMol25 dataset).

Each line ends with the natural charge from an NBO analysis.
Atoms and positions in Å:
O 4.152 1.627 -0.780  -0.53
O 4.629 -0.478 -0.134  -0.54
O -0.942 0.083 2.005  -0.73
N 1.136 -1.218 0.078  -0.45
N -4.522 -1.099 -0.570  -0.52
C -5.425 1.230 -0.723  -0.23
C -3.135 -3.118 -0.199  -0.65
C -1.147 -0.791 0.905  0.09
C 5.707 0.291 0.341  -0.10
C 1.919 -0.707 1.185  -0.23
C 5.383 1.734 -0.104  -0.10
C 2.672 0.591 0.861  -0.48
C 1.973 -1.410 -1.086  -0.21
C -5.097 2.542 -0.454  -0.22
C 2.705 -0.139 -1.539  -0.46
C -3.347 -1.649 -0.118  0.20
C 3.549 0.404 -0.387  0.55
C -3.231 0.584 0.156  -0.03
C -2.927 1.920 0.418  -0.21
C -3.863 2.880 0.108  -0.24
C -0.090 -0.485 -0.173  -0.23
C -2.528 -0.651 0.340  -0.17
C -4.484 0.257 -0.415  0.11
H -3.066 -3.437 -1.240  0.22
H 6.622 -0.097 -0.113  0.19
H 1.972 1.403 0.664  0.22
H -1.976 2.187 0.853  0.22
H 1.999 0.635 -1.837  0.21
H -1.750 0.106 2.529  0.48
H -5.805 3.325 -0.681  0.21
H -2.213 -3.396 0.303  0.23
H -6.378 0.966 -1.158  0.21
H -3.965 -3.652 0.264  0.22
H 1.252 -0.538 2.030  0.23
H -3.646 3.920 0.301  0.21
H -0.989 -1.830 1.238  0.18
H 3.293 0.876 1.712  0.21
H -5.287 -1.623 -0.959  0.41
H 2.648 -1.479 1.451  0.20
H 5.296 2.409 0.757  0.17
H 3.362 -0.359 -2.380  0.22
H 0.042 0.605 -0.211  0.18
H 2.723 -2.163 -0.828  0.20
H 5.788 0.218 1.433  0.17
H 1.359 -1.796 -1.904  0.20
H 6.118 2.137 -0.804  0.19
H -0.485 -0.815 -1.136  0.21

Properties
ΔE to the lowest compared entry with this formula, charge and spin (kcal/mol): 45.10
Gap between HOMO and LUMO (eV): 8.51
Charge: 0
DFT total energy (hartree): -1035.530375